Density functional theory data (ωB97M-V with the def2-TZVPD basis set) for a structure of composition C24H38Cl4EuN5O2S in a non-equilibrium geometry.

Its LUMO energy (spin up / spin down) is -0.081 / -0.081 Ha. The value obtained for the frontier orbital gap (spin up / spin down) is 0.2433 / 0.2808 Eh. Its charge is +1. For the molar mass, the calculation gives 754.44 g/mol. For the energy above the lowest of the compared OMol25 structures with the same formula, charge and spin, the calculation gives 0.1608 eV. Its multiplicity is 8. The calculation puts the highest occupied orbital energy (spin up / spin down) at -8.8 / -9.8 eV.

Each line ends with the Löwdin charge.
CARTESIAN COORDINATES (ANGSTROEM)
H: 0.24378 3.50208 -3.41914  0.13
H: -1.21555 0.51453 -2.05271  0.06
H: -2.55040 -5.02452 1.10971  0.12
C: -4.82995 1.57885 0.36268  -0.02
C: -1.51680 -3.91444 -0.37251  -0.28
H: -3.54897 -3.83195 0.30037  0.12
H: -0.57811 2.92505 -1.97706  0.12
Cl: 0.77878 1.18957 2.66828  0.70
C: 2.38427 0.66757 3.16777  -0.63
H: 5.83735 -0.34418 4.42392  0.11
H: -2.32025 -2.15461 -1.03737  0.07
C: -2.35138 1.18725 0.38720  -0.62
C: 2.78883 2.60439 -2.70234  -0.09
H: 3.70939 2.71570 -2.12029  0.13
H: -1.00446 -2.63215 -1.86648  0.02
H: -0.53620 -4.21567 -0.00021  0.07
H: 2.85500 3.30854 -3.53479  0.13
H: -0.32714 -0.55653 -2.87255  0.05
H: 2.36247 2.32257 -0.03117  0.09
H: 0.64142 -1.96965 2.98191  0.06
H: 2.74512 -4.30025 -3.13732  0.03
C: 1.75836 -4.07065 -2.76027  -0.95
C: 0.28072 2.74569 -2.63034  -0.10
H: 1.16718 -4.96438 -2.61131  0.03
H: -6.93047 2.01894 0.40914  0.11
Cl: 1.92352 -3.23346 -1.22870  0.54
C: -5.94465 2.31070 0.74925  -0.07
H: 2.45712 -0.74160 -2.44372  0.09
H: -4.92588 0.71062 -0.27789  0.11
H: -1.16183 -3.53894 3.62188  0.11
H: 1.46772 1.65829 -4.95492  0.14
O: -2.46781 0.02211 -0.09480  -0.18
H: -1.79731 -4.63131 -1.14980  0.11
C: -2.55729 -3.99711 0.73332  -0.20
H: 4.43227 1.18021 5.79830  0.11
H: 3.72802 0.06718 -1.79495  0.15
N: 2.79218 0.18901 -2.18794  0.17
H: 1.62832 4.02074 -1.58070  0.14
Cl: 0.92796 -3.06419 -3.98542  0.53
N: -0.31143 -1.84007 2.65505  -0.08
C: 4.07071 0.80464 4.84948  -0.08
H: -0.66042 1.48132 -4.04960  0.14
Cl: 5.47141 -1.56020 1.99045  0.65
H: 2.21925 0.53409 -1.38383  0.02
C: 1.40451 1.00905 -4.07817  -0.10
C: -3.41731 3.07162 1.62230  -0.02
H: -0.76366 -1.25819 3.35498  0.07
H: -0.36090 -3.84292 2.09440  0.11
H: -2.49000 -1.99994 1.53489  0.08
C: 4.39099 -0.51692 2.86994  -0.68
C: -1.01450 -3.14198 2.61539  -0.24
C: 1.57042 2.96061 -1.83899  -0.35
H: -3.17829 -3.18618 2.60714  0.11
H: 3.55239 1.01019 -3.96063  0.15
H: -6.66477 3.98511 1.88283  0.11
C: 3.12620 -0.19722 2.34437  -0.73
H: 0.73395 2.35440 -0.07122  0.04
C: -2.36581 -3.02242 1.89756  -0.19
C: 2.70600 1.19524 -3.30310  -0.26
O: -1.20300 1.71744 0.54211  -0.23
H: 2.18660 1.83742 4.94702  0.10
N: -1.38778 -2.54744 -0.92931  -0.05
C: 2.82156 1.16772 4.38258  -0.12
Eu: -0.21609 -0.38727 0.35252  1.33
H: -4.41939 4.64962 2.67469  0.11
H: 1.33602 -0.01772 -4.45642  0.10
S: 2.54592 -0.81914 0.80795  0.40
N: -0.25758 0.31223 -2.34494  0.02
C: -3.56867 1.96585 0.79567  -0.15
C: 4.85540 -0.04325 4.08461  -0.12
H: -2.42451 3.35227 1.95062  0.11
N: 1.55907 2.13026 -0.62322  0.02
C: -5.79450 3.41566 1.57950  -0.07
C: 0.13508 1.37813 -3.30679  -0.34
C: -4.53220 3.79398 2.02114  -0.07